Entry 1:
The following is a DFT calculation (ωB97M-V with the def2-TZVPD basis set) of the molecule C9H20O2Si.

Output
Total energy, Ha: -794.87227
Kohn-Sham gap, eV: 10.677
HOMO energy, eV: -9.9
LUMO level, eV: 0.805

The geometry in ORCA input format:
```
! wB97M-V def2-TZVPD RIJCOSX def2/J DEFGRID3
* xyz 0 1
C -2.540 -1.367 -1.139
C -2.578 0.135 -0.954
C -4.136 0.533 -0.711
C -1.979 0.811 -2.195
O -1.827 0.412 0.264
C -0.422 0.344 -0.027
O 0.144 0.270 -1.087
C 0.469 0.341 1.278
Si 2.324 -0.050 0.965
C 3.121 0.187 -0.685
C 3.193 1.156 2.253
C 2.572 -1.778 1.591
H -1.516 -1.718 -1.270
H -3.108 -1.771 -0.280
H -3.085 -1.741 -2.052
H -4.137 1.563 -0.695
H -4.619 0.177 0.195
H -4.817 0.255 -1.496
H -1.225 0.204 -2.680
H -2.682 0.909 -2.941
H -1.640 1.849 -1.923
H 0.058 -0.410 1.939
H 0.543 1.333 1.751
H 3.122 1.179 -1.131
H 4.132 -0.241 -0.780
H 2.419 -0.390 -1.246
H 3.021 0.756 3.258
H 4.277 1.101 2.288
H 2.971 2.174 2.143
H 2.999 -1.742 2.679
H 3.329 -2.218 1.027
H 1.616 -2.264 1.661
*
```

=====

Entry 2:
The following is a DFT calculation (ωB97M-V with the def2-TZVPD basis set) of a structure of composition C13H14ClNOsS.

Output
Total energy, Ha: -1506.88521
Kohn-Sham gap (spin up / spin down), eV: 8.500 / 6.199
Expectation value of S²: 6.034
HOMO energy (spin up / spin down), eV: -16.0 / -16.4
LUMO level (spin up / spin down), eV: -7.545 / -10.232

The geometry in ORCA input format:
```
! wB97M-V def2-TZVPD RIJCOSX def2/J DEFGRID3
* xyz 2 5
Os -0.364 -0.109 0.082
C -1.604 3.268 -1.470
C -0.923 2.739 -0.249
C -1.575 1.811 0.599
C -0.934 1.320 1.770
C 0.366 1.767 2.090
C 0.990 2.697 1.262
C 0.365 3.156 0.106
H -1.295 2.700 -2.352
H -1.325 4.307 -1.646
H -2.688 3.200 -1.390
H -2.626 1.610 0.437
H -1.496 0.746 2.494
H 0.853 1.409 2.988
H 1.974 3.068 1.524
H 0.868 3.883 -0.519
S 1.990 0.089 -0.278
C 1.872 -1.655 -0.273
C 2.858 -2.579 -0.519
C 2.503 -3.924 -0.443
C 1.198 -4.282 -0.137
C 0.255 -3.294 0.085
N 0.603 -2.003 0.026
H 3.863 -2.258 -0.758
H 3.249 -4.689 -0.619
H 0.904 -5.320 -0.061
H -0.768 -3.530 0.343
Cl -1.822 -0.258 -2.038
C -2.126 -1.054 -0.466
H -2.130 -2.129 -0.584
H -3.035 -0.684 -0.003
*
```

=====

Entry 3:
The following is a DFT calculation (ωB97M-V with the def2-TZVPD basis set) of a cluster of 2 separate species, C3H11NP2S in total.

Output
Total energy, Ha: -1256.47423
Kohn-Sham gap, eV: 8.199
HOMO energy, eV: -8.1
LUMO level, eV: 0.106

The geometry in ORCA input format:
```
! wB97M-V def2-TZVPD RIJCOSX def2/J DEFGRID3
* xyz 0 1
C 0.937 2.114 0.907
P 0.500 0.874 -0.175
P 2.080 -0.626 0.317
C 2.628 -0.877 -1.429
N 1.402 -2.198 0.608
H 1.650 1.888 1.702
H 0.385 3.028 1.045
H 3.732 -1.052 -1.634
H 2.322 -0.133 -2.081
H 2.167 -1.888 -1.712
H 0.535 -2.264 0.229
H 1.456 -2.402 1.569
C -3.829 -0.455 -1.356
S -2.980 -0.695 0.317
H -3.336 0.379 -1.789
H -4.884 -0.354 -1.399
H -3.573 -1.435 -1.867
H -4.015 -0.086 1.064
*
```